[1]
The following is a quantum chemistry calculation of C2H3ClS2 as an isolated structure at a distorted geometry, from OMol25.

Element x y z (Å)
C 0.464 2.318 -1.694
C 0.023 0.196 0.308
S 0.627 3.650 -2.525
S -0.372 1.912 -0.294
Cl 1.256 0.505 -2.852
H -0.844 -0.116 0.833
H 0.671 0.382 1.172
H 0.437 -0.291 -0.533

Output
2S+1	1
LUMO	-1.18	eV
energy above the lowest of the compared OMol25 structures with the same formula, charge and spin	1.4155	eV
HOMO	-9.5	eV



[2]
The following is a quantum chemistry calculation of a 6-piece molecular cluster, C28H38ClN8OS overall at a distorted geometry, from OMol25.

Element x y z (Å)
C -0.402 0.563 -0.151
C -1.429 1.711 -0.048
N -1.496 2.501 -1.041
C -2.246 1.805 1.258
C -3.750 1.526 1.055
C -4.550 2.657 0.351
O -4.488 2.644 -1.060
C -4.549 1.361 -1.606
Cl -5.455 1.332 -3.156
C -5.041 0.271 -0.624
N -3.967 0.167 0.425
N -4.472 -0.728 1.451
C -3.981 -1.873 1.309
S -3.080 -3.176 1.134
H 0.370 0.897 -0.853
H -0.856 -0.379 -0.483
H 0.110 0.441 0.815
H -2.194 3.220 -0.822
H -1.871 1.007 1.921
H -2.057 2.747 1.783
H -4.178 1.437 2.062
H -4.094 3.603 0.671
H -5.579 2.685 0.742
H -3.514 1.086 -1.877
H -6.004 0.484 -0.152
H -5.153 -0.673 -1.170
H -3.113 -0.207 -0.006
N -2.845 4.610 -4.468
C -2.250 5.800 -4.146
C -3.010 6.400 -3.174
C -4.101 5.536 -2.898
C -3.971 4.438 -3.710
H -2.506 3.964 -5.155
H -1.345 6.116 -4.635
H -2.805 7.353 -2.715
H -4.893 5.701 -2.185
H -4.580 3.554 -3.813
N 1.918 4.869 -1.899
C 3.193 4.936 -1.404
C 3.380 3.861 -0.576
C 2.171 3.116 -0.577
C 1.289 3.761 -1.407
H 1.508 5.532 -2.530
H 3.854 5.740 -1.681
H 4.282 3.635 -0.031
H 1.969 2.208 -0.030
H 0.274 3.525 -1.683
N 3.498 -0.358 -1.028
C 2.896 -1.065 -2.033
C 3.257 -2.381 -1.899
C 4.107 -2.471 -0.767
C 4.235 -1.206 -0.249
H 3.413 0.634 -0.886
H 2.266 -0.572 -2.755
H 2.946 -3.188 -2.541
H 4.571 -3.364 -0.377
H 4.785 -0.838 0.601
N 5.903 -3.594 2.431
C 7.180 -3.548 2.922
C 7.354 -4.630 3.744
C 6.138 -5.361 3.745
C 5.263 -4.698 2.924
H 5.499 -2.923 1.806
H 7.851 -2.752 2.646
H 8.255 -4.872 4.283
H 5.929 -6.269 4.286
H 4.244 -4.916 2.650
N -0.845 -5.577 2.002
C 0.427 -5.544 2.511
C 0.571 -6.620 3.344
C -0.657 -7.333 3.336
C -1.511 -6.669 2.497
H -1.226 -4.908 1.365
H 1.114 -4.761 2.237
H 1.460 -6.871 3.899
H -0.886 -8.232 3.882
H -2.529 -6.876 2.211

Output
2S+1	1
LUMO	-5.45	eV
energy above the lowest of the compared OMol25 structures with the same formula, charge and spin	0.0000	eV
HOMO	-9.5	eV
net charge	+1



[3]
The following is a quantum chemistry calculation of a 2-piece molecular cluster, C6H8N2O2 overall at a distorted geometry, from OMol25.

Element x y z (Å)
C -0.728 -0.264 0.598
C -1.150 0.536 -0.464
C 0.502 -0.781 0.141
C 0.752 0.649 2.840
C -0.232 0.588 -1.629
C 0.765 -0.509 -1.295
N 0.898 1.843 2.601
N 0.731 -0.485 3.246
O -2.333 1.231 -0.429
O 1.381 -1.411 0.846
H -0.817 0.292 -2.597
H 0.121 1.699 -1.655
H 1.836 -0.340 -1.422
H 0.515 -1.309 -1.960
H -2.849 0.998 0.330
H 1.251 2.081 1.642
H 1.120 -1.434 1.839
H 0.113 -1.107 3.660

Output
2S+1	1
LUMO	0.50	eV
SMILES string	OC1=C=C(O)CC1.N=C=N
energy above the lowest of the compared OMol25 structures with the same formula, charge and spin	4.3905	eV
HOMO	-7.7	eV



[4]
The following is a quantum chemistry calculation of C10H13ClNORhSbSe4 as an isolated structure at a distorted geometry, from OMol25.

Element x y z (Å)
Rh 1.284 0.839 1.082
Se 5.110 3.427 -0.844
Sb 3.645 3.243 1.078
Se 3.739 0.642 1.454
Se 1.058 3.371 0.924
Se 4.931 3.480 3.095
C -3.834 0.702 2.416
N -2.869 0.418 1.384
C -3.253 -0.407 0.248
C -1.657 0.959 1.492
O -0.772 0.768 0.589
H -4.845 0.667 2.019
H -3.747 1.747 2.781
H -3.652 0.027 3.288
H -3.611 0.256 -0.586
H -4.044 -1.059 0.604
H -2.400 -0.993 -0.100
H -1.477 1.549 2.438
Cl 0.707 -1.275 -5.215
C 1.011 -1.395 -3.542
C 2.305 -1.185 -2.948
C 2.406 -1.121 -1.540
C 1.290 -1.380 -0.706
C 1.322 -1.201 0.749
C 0.071 -1.719 -1.341
C -0.091 -1.695 -2.721
H 3.147 -1.007 -3.589
H 3.368 -0.907 -1.092
H 2.278 -1.468 1.230
H 0.437 -1.548 1.268
H -0.782 -1.946 -0.712
H -1.075 -1.788 -3.202

Output
2S+1	5
LUMO (alpha / beta)	1.90 / 1.01	eV
HOMO (alpha / beta)	-2.5 / -3.8	eV
net charge	-1



[5]
The following is a quantum chemistry calculation of a 2-piece molecular cluster, C4H10NOS overall, from OMol25.

Element x y z (Å)
O 1.608 -0.541 2.911
C 1.127 0.230 2.114
C -0.335 0.614 2.079
N -0.447 1.982 1.614
H 1.700 0.683 1.286
H -0.852 -0.123 1.448
H -0.744 0.503 3.083
H -0.334 1.986 0.599
H -1.352 2.372 1.840
C -0.698 -1.406 -2.168
C 0.628 -0.661 -2.110
S 0.472 1.031 -1.470
H -1.391 -0.897 -2.840
H -1.182 -1.452 -1.192
H -0.584 -2.435 -2.538
H 1.035 -0.635 -3.124
H 1.349 -1.251 -1.531

Output
2S+1	1
LUMO	3.89	eV
energy above the lowest of the compared OMol25 structures with the same formula, charge and spin	1.4567	eV
HOMO	-2.8	eV
net charge	-1



[6]
The following is a quantum chemistry calculation of C14H25CrN3O7P2S as an isolated structure, from OMol25.

Element x y z (Å)
Cr -0.030 -0.097 0.274
C 3.000 2.884 -0.542
C 2.464 2.713 0.874
O 3.101 3.604 1.790
P 2.699 1.011 1.462
O 4.268 0.827 1.536
O 2.283 0.960 2.982
O 2.057 0.003 0.572
P 0.647 3.128 0.856
O 0.280 3.036 2.448
O 0.431 4.498 0.376
O 0.015 1.937 0.192
H 4.074 2.680 -0.570
H 2.814 3.911 -0.853
H 2.501 2.205 -1.232
H 4.047 3.613 1.598
H 4.568 -0.078 1.397
H 1.422 1.372 3.181
H 0.410 3.921 2.813
C -2.972 0.883 0.272
N -2.109 -0.128 -0.340
C -2.037 0.103 -1.788
C -2.623 -1.487 -0.067
C -1.567 -2.530 -0.329
C -1.939 -3.827 -0.666
C -0.964 -4.796 -0.849
C 0.372 -4.455 -0.699
C 0.725 -3.152 -0.370
C -0.227 -2.152 -0.172
H -3.991 0.815 -0.130
H -2.565 1.871 0.063
H -2.994 0.729 1.349
H -3.043 0.092 -2.228
H -1.438 -0.680 -2.250
H -1.576 1.074 -1.973
H -3.531 -1.666 -0.663
H -2.922 -1.508 0.985
H -2.985 -4.086 -0.788
H -1.245 -5.807 -1.112
H 1.137 -5.208 -0.845
H 1.779 -2.912 -0.265
S -1.086 -0.800 2.965
C -0.326 -0.314 4.367
N 0.168 -1.126 5.321
C 0.626 -0.407 6.498
C 0.551 1.067 6.038
N -0.079 0.964 4.732
H -0.003 -2.114 5.274
H 1.647 -0.690 6.755
H -0.019 -0.601 7.357
H 1.548 1.504 5.950
H -0.041 1.679 6.719
H -0.501 1.715 4.212

Output
2S+1	5
LUMO (alpha / beta)	0.24 / 0.23	eV
energy above the lowest of the compared OMol25 structures with the same formula, charge and spin	0.0000	eV
HOMO (alpha / beta)	-7.3 / -8.0	eV



[7]
The following is a quantum chemistry calculation of C43H41N3O7PReS as an isolated structure, from OMol25.

Element x y z (Å)
Re -0.134 1.509 0.237
O -1.804 1.388 -3.979
C -2.416 2.591 -3.913
C -3.037 3.041 -5.078
C -3.692 4.253 -5.096
C -3.748 5.049 -3.952
C -3.136 4.614 -2.800
C -2.456 3.387 -2.756
C -1.796 2.993 -1.510
O -1.082 1.869 -1.518
N -1.874 3.738 -0.448
N -1.142 3.168 0.572
C -1.231 3.648 1.790
C -0.446 2.945 2.741
C -0.381 3.253 4.106
C 0.430 2.516 4.927
C 1.191 1.470 4.383
C 1.094 1.202 3.047
N 0.295 1.919 2.221
H -1.473 1.178 -3.088
H -2.993 2.408 -5.954
H -4.169 4.585 -6.009
H -4.269 5.996 -3.967
H -3.166 5.211 -1.900
H -1.853 4.502 2.012
H -0.985 4.063 4.490
H 0.479 2.733 5.985
H 1.843 0.871 5.002
H 1.659 0.404 2.580
O -1.346 -1.201 -2.128
C -0.286 -1.615 -2.322
C 0.944 -2.110 -2.597
C 1.183 -2.617 -3.923
C 2.423 -3.082 -4.252
C 3.482 -3.071 -3.323
C 3.268 -2.581 -2.045
C 2.030 -2.100 -1.645
P 1.733 -1.558 0.016
C 0.941 -2.900 0.897
C 0.596 -4.079 0.238
C -0.067 -5.087 0.921
C -0.385 -4.924 2.260
C -0.026 -3.760 2.929
C 0.639 -2.753 2.253
C 3.287 -1.192 0.815
C 3.816 0.090 0.659
C 5.022 0.411 1.259
C 5.702 -0.544 2.004
C 5.181 -1.821 2.154
C 3.970 -2.149 1.562
H 0.377 -2.612 -4.643
H 2.592 -3.459 -5.251
H 4.457 -3.440 -3.604
H 4.088 -2.570 -1.337
H 0.847 -4.216 -0.807
H -0.336 -5.998 0.404
H -0.911 -5.706 2.790
H -0.271 -3.635 3.975
H 0.907 -1.845 2.779
H 3.276 0.827 0.074
H 5.435 1.405 1.144
H 6.645 -0.290 2.472
H 5.714 -2.561 2.735
H 3.556 -3.142 1.686
C -6.000 -4.423 0.962
C -4.911 -3.436 1.274
C -5.022 -2.564 2.352
C -4.030 -1.632 2.625
C -2.922 -1.564 1.801
C -2.781 -2.433 0.731
C -3.773 -3.360 0.471
S -1.603 -0.421 2.192
O -2.073 0.336 3.361
O -1.732 0.492 0.889
O 0.884 -0.296 -0.015
H -6.629 -4.607 1.832
H -5.589 -5.376 0.628
H -6.641 -4.045 0.164
H -5.895 -2.617 2.991
H -4.103 -0.955 3.466
H -1.904 -2.381 0.099
H -3.668 -4.039 -0.369
C 1.724 1.167 -2.803
C 1.641 2.561 -2.248
O 1.612 2.547 -0.784
C 2.182 3.800 -0.304
C 2.409 3.835 1.184
H 2.707 0.724 -2.636
H 1.530 1.196 -3.875
H 0.973 0.527 -2.353
H 0.758 3.093 -2.601
H 2.521 3.135 -2.534
H 1.527 4.612 -0.631
H 3.140 3.904 -0.816
H 1.498 4.000 1.750
H 3.077 4.674 1.387
H 2.899 2.927 1.539

Output
2S+1	4
LUMO (alpha / beta)	-3.15 / -3.18	eV
energy above the lowest of the compared OMol25 structures with the same formula, charge and spin	0.2465	eV
HOMO (alpha / beta)	-9.2 / -9.4	eV
net charge	+1



[8]
The following is a quantum chemistry calculation of an isolated ion of composition C5H13N2 and charge +1 at a distorted geometry, from OMol25.

Element x y z (Å)
C 0.435 -1.767 1.438
C -0.487 -1.807 0.206
C -1.079 -0.452 -0.218
C -0.299 0.283 -1.053
N -0.208 1.654 -1.171
C 0.975 2.329 -1.644
N 0.291 -0.390 2.061
H 1.481 -2.013 1.290
H 0.108 -2.490 2.189
H -1.278 -2.558 0.251
H 0.021 -2.166 -0.695
H -2.002 -0.194 0.295
H 0.538 -0.282 -1.454
H -1.080 2.126 -1.365
H 1.150 2.468 -2.711
H 1.805 1.694 -1.297
H 1.128 3.354 -1.299
H 0.262 0.295 1.290
H -0.623 -0.317 2.516
H 0.988 -0.212 2.784

Output
2S+1	1
LUMO	-3.39	eV
SMILES string	CN/C=C/CC[NH3+]
energy above the lowest of the compared OMol25 structures with the same formula, charge and spin	2.6836	eV
HOMO	-11.9	eV
net charge	+1



[9]
The following is a quantum chemistry calculation of an isolated ion of composition C5H10NS and charge +1 at a distorted geometry, from OMol25.

Element x y z (Å)
C -0.762 1.468 0.998
C -1.176 0.028 1.030
C -1.181 -0.631 -0.324
C 0.093 -1.088 -1.038
C 1.113 0.037 -1.047
N 2.354 -0.257 -0.801
S -0.682 2.220 2.484
H -0.287 -0.315 1.689
H -2.133 -0.327 1.582
H -1.783 -1.639 -0.361
H -1.686 0.117 -1.016
H 0.388 -2.106 -0.529
H -0.236 -1.299 -2.029
H 0.895 1.068 -1.324
H 2.602 -1.225 -0.649
H -0.567 3.469 2.147
H 3.046 0.480 -0.811

Output
2S+1	1
LUMO	-4.80	eV
energy above the lowest of the compared OMol25 structures with the same formula, charge and spin	4.0874	eV
HOMO	-12.0	eV
net charge	+1



[10]
The following is a quantum chemistry calculation of C23H30N4O3 in the gas phase, from OMol25.

Element x y z (Å)
C -0.894 -1.982 2.980
C -0.419 -2.640 1.687
O -0.583 -1.802 0.561
C -1.793 -1.724 -0.068
C -2.920 -2.450 0.299
C -4.077 -2.381 -0.458
C -4.119 -1.610 -1.603
C -3.006 -0.865 -1.954
C -1.853 -0.875 -1.186
C -0.691 0.030 -1.529
N -0.700 1.329 -0.867
C -1.524 2.368 -1.431
C -3.012 2.283 -1.049
N -3.182 1.806 0.306
C -2.257 1.214 1.083
O -2.552 0.720 2.158
C -0.820 1.266 0.576
C -0.127 2.472 1.247
H -0.036 2.286 2.317
C 1.213 2.727 0.580
O 1.368 3.690 -0.150
N 2.215 1.847 0.817
C 2.140 0.709 1.700
H 1.793 -0.188 1.182
H 1.477 0.912 2.538
H 3.137 0.510 2.098
C 3.408 1.956 0.006
H 4.282 1.721 0.620
H 3.470 2.994 -0.328
C 3.355 1.046 -1.234
C 3.461 -0.412 -0.901
N 2.396 -1.162 -1.156
C 2.431 -2.451 -0.867
C 3.531 -3.073 -0.301
C 4.654 -2.300 -0.043
C 4.622 -0.952 -0.350
H 5.483 -0.325 -0.173
H 5.540 -2.744 0.388
H 3.515 -4.128 -0.075
H 1.528 -3.001 -1.100
H 2.411 1.222 -1.751
H 4.180 1.324 -1.894
H -0.726 3.375 1.115
H -0.327 0.354 0.909
H -4.134 1.740 0.643
H -3.545 1.606 -1.726
H -3.470 3.275 -1.135
H -1.110 3.321 -1.089
H -1.431 2.343 -2.518
H -0.677 0.219 -2.604
H 0.248 -0.462 -1.255
H -3.026 -0.269 -2.857
H -5.009 -1.583 -2.214
H -4.943 -2.949 -0.152
H -2.916 -3.073 1.179
H 0.659 -2.827 1.732
H -0.922 -3.601 1.526
H -0.928 -2.716 3.781
H -0.218 -1.181 3.265
H -1.881 -1.544 2.848

Output
2S+1	1
LUMO	0.73	eV
SMILES string	CCOc1ccccc1CN1CCNC(=O)[C@@H]1CC(=O)N(C)CCc1ccccn1
energy above the lowest of the compared OMol25 structures with the same formula, charge and spin	1.8846	eV
HOMO	-8.1	eV



[11]
The following is a quantum chemistry calculation of C20H22N6O3S2 in the gas phase at a distorted geometry, from OMol25.

Element x y z (Å)
C -6.108 -1.156 -0.813
C -5.862 0.194 -0.215
C -6.861 0.845 0.499
C -6.661 2.104 1.035
C -5.450 2.753 0.858
C -4.437 2.127 0.158
C -4.642 0.854 -0.356
N -3.579 0.252 -1.063
C -2.852 -0.857 -0.770
N -1.945 -1.005 -1.722
N -2.125 0.004 -2.564
N -3.069 0.753 -2.197
S -3.072 -1.829 0.638
C -1.925 -3.205 0.275
H -2.038 -3.461 -0.778
H -2.271 -4.021 0.909
C -0.474 -2.883 0.638
O 0.011 -3.269 1.676
N 0.149 -2.159 -0.321
C 1.469 -1.712 -0.350
C 1.836 -0.882 -1.413
C 3.131 -0.413 -1.509
C 4.059 -0.769 -0.546
C 3.711 -1.602 0.499
C 2.416 -2.076 0.606
H 2.134 -2.726 1.418
H 4.467 -1.891 1.212
S 5.737 -0.139 -0.662
O 6.607 -1.056 0.012
O 5.994 0.194 -2.032
N 5.802 1.295 0.194
C 4.972 2.369 -0.301
H 4.806 2.224 -1.366
H 5.512 3.310 -0.155
C 3.687 2.344 0.548
H 3.348 3.354 0.768
H 2.888 1.825 0.018
C 4.079 1.578 1.825
H 3.959 2.190 2.717
H 3.466 0.685 1.941
C 5.558 1.201 1.615
H 5.814 0.198 1.950
H 6.214 1.917 2.121
H 3.442 0.210 -2.332
H 1.101 -0.616 -2.159
H -0.433 -1.831 -1.101
H -3.485 2.612 0.003
H -5.294 3.740 1.263
H -7.456 2.585 1.584
H -7.814 0.354 0.625
H -7.171 -1.303 -0.984
H -5.585 -1.270 -1.761
H -5.762 -1.937 -0.136

Output
2S+1	1
LUMO	0.32	eV
SMILES string	Cc1ccccc1-n1nnnc1SCC(=O)Nc1ccc(S(=O)(=O)N2CCCC2)cc1
energy above the lowest of the compared OMol25 structures with the same formula, charge and spin	1.7984	eV
HOMO	-8.8	eV